(1)
{
  "formula": "C27H19BrCdN7O6",
  "method": "wB97M-V/def2-TZVPD",
  "charge": -1,
  "e_homo_ev": -3.7,
  "molar_mass_g_mol": 729.81,
  "max_force_ev_per_a": 2.61,
  "energy_ev": -125632.825,
  "symbols": ["Cd", "C", "N", "C", "C", "N", "C", "C", "C", "C", "C", "C", "N", "C", "N", "C", "C", "C", "C", "C", "C", "N", "H", "H", "H", "H", "H", "H", "H", "H", "H", "H", "H", "H", "H", "H", "H", "O", "C", "C", "O", "C", "C", "O", "C", "O", "O", "O", "C", "N", "Br", "C", "C", "C", "N", "C", "C", "H", "H", "H", "H"],
  "positions_angstrom": [[-0.585181, 0.389761, -0.156184], [2.264063, -0.344058, 2.235850], [2.051222, -0.070149, 0.828335], [2.718346, -0.896363, -0.099017], [1.740031, -1.822626, -0.785609], [0.427244, -1.632241, -0.929664], [-0.079504, -2.710943, -1.665399], [-1.370353, -3.091159, -2.070755], [-1.482093, -4.165061, -2.973718], [-0.376285, -4.896366, -3.392494], [0.914721, -4.645969, -2.901619], [1.011863, -3.556749, -2.040807], [2.150888, -2.886664, -1.507720], [0.997458, -0.063470, 2.950733], [-0.044764, 0.703361, 2.635428], [-0.971727, 0.464113, 3.676658], [-2.264188, 0.909119, 3.849745], [-2.955503, 0.518425, 4.994580], [-2.368525, -0.223442, 5.987975], [-1.110365, -0.788855, 5.809518], [-0.428272, -0.430367, 4.669971], [0.814191, -0.755190, 4.121404], [3.106368, 0.276098, 2.637971], [2.540967, -1.363808, 2.449958], [2.130474, 0.943647, 0.580936], [3.487451, -1.500655, 0.373428], [3.140820, -0.318357, -0.923409], [-2.254436, -2.559336, -1.727684], [-2.470161, -4.433746, -3.307163], [-0.489559, -5.695156, -4.127383], [1.794761, -5.234965, -3.194396], [3.111211, -3.276365, -1.489250], [-2.773863, 1.490079, 3.053285], [-3.940337, 0.927888, 5.183466], [-2.855439, -0.357317, 6.916060], [-0.542484, -1.318686, 6.563702], [1.420199, -1.541718, 4.324256], [-0.456995, 6.767170, -0.243329], [-0.437993, 5.562096, -0.201566], [-1.719425, 4.586350, -0.168112], [-2.858893, 4.989223, -0.179246], [-1.116562, 3.221828, -0.046527], [0.301246, 3.327549, 0.057026], [1.082673, 2.309494, 0.103602], [0.778925, 4.685511, 0.035985], [1.919876, 5.128285, 0.058481], [-1.849158, 2.174844, -0.123986], [-2.281074, -2.351507, 2.628671], [-2.100617, -1.617609, 1.713865], [-1.921894, -0.948503, 0.749843], [1.461592, 2.154237, -6.831111], [0.753192, 1.675331, -5.139202], [-0.567067, 1.220402, -4.927445], [-0.984590, 0.950433, -3.611863], [-0.169436, 1.059314, -2.536977], [1.086094, 1.531998, -2.760181], [1.584505, 1.864756, -4.008959], [-1.296685, 1.132145, -5.713293], [-1.991871, 0.628066, -3.438016], [1.696417, 1.674816, -1.854950], [2.628484, 2.231049, -4.113685]],
  "forces_ev_per_angstrom": [[0.64, 0.80, 0.44], [0.24, 1.76, -0.59], [0.26, 1.21, -0.08], [-0.62, -0.59, -0.76], [-1.81, -0.05, -1.10], [1.16, -0.39, 0.52], [1.00, -0.82, -0.25], [0.29, 0.02, -0.39], [0.13, 0.83, 0.96], [0.95, -0.53, -0.13], [-0.45, 0.28, 0.00], [0.53, 1.46, 0.17], [0.62, -1.96, -0.14], [-2.15, 0.45, 1.01], [1.04, -1.31, 0.80], [1.03, -0.67, 0.58], [-0.96, 0.38, -0.89], [-0.19, 1.10, -0.42], [1.06, -0.76, -0.13], [0.77, 0.45, 0.18], [0.02, 0.85, -2.28], [0.31, -0.22, 0.44], [-0.59, -0.26, -0.05], [0.03, -0.60, -0.34], [-0.40, -0.83, 0.63], [0.45, -0.18, -0.11], [0.38, 0.14, 0.13], [0.23, 0.02, -0.03], [-0.11, -0.09, -0.16], [-0.12, 0.15, 0.28], [-0.53, 0.29, 0.07], [-1.21, 0.48, -0.02], [0.54, -0.28, 0.66], [-0.06, -0.08, -0.19], [-0.62, -0.28, 0.76], [-0.46, -0.27, 0.23], [-0.44, 0.28, 0.41], [-0.06, -0.10, -0.36], [-1.24, -0.93, 1.02], [2.29, 1.23, 0.24], [-0.14, -0.53, -0.16], [-1.11, 1.20, -0.54], [-0.09, -0.76, 0.00], [-0.25, -0.82, -0.15], [-0.49, 1.18, -0.90], [0.11, -0.48, 0.27], [0.76, 0.09, 0.18], [-0.16, -0.42, 0.84], [0.20, 0.11, -1.01], [-0.78, -0.52, 0.38], [-0.34, -0.20, 0.11], [-0.33, 0.03, 1.53], [0.83, 0.48, 0.48], [1.69, 0.28, 0.08], [0.34, 0.34, -1.32], [-0.59, -0.32, 0.49], [0.06, -0.20, -0.97], [0.09, -0.05, -0.30], [-0.34, -0.13, 0.20], [-0.37, 0.00, -0.41], [-1.00, -0.25, 0.07]]
}

(2)
{
  "formula": "C4H11NO2",
  "method": "wB97M-V/def2-TZVPD",
  "charge": 0,
  "e_homo_ev": -9.5,
  "molar_mass_g_mol": 105.14,
  "de_lowest_kcal_mol": 151.2,
  "max_force_ev_per_a": 8.61,
  "energy_ev": -9905.686,
  "symbols": ["C", "C", "C", "C", "H", "H", "H", "H", "H", "H", "H", "H", "H", "H", "H", "N", "O", "O"],
  "positions_angstrom": [[-1.992130, 1.913760, -0.013084], [-2.375010, 0.362858, -0.256196], [-2.011937, -1.958118, 0.139739], [4.015310, 0.251722, 0.333812], [-0.923288, 2.173566, -0.431636], [-2.169748, 2.345166, 0.923385], [-2.702262, 2.579403, -0.530170], [-0.190537, -0.459839, 0.194185], [-3.008889, -1.733860, 0.954124], [-2.530106, -2.267048, -0.828297], [-1.181737, -2.630504, 0.620254], [4.106649, -1.008430, -1.463444], [3.321071, 0.184342, 1.106591], [4.890611, -0.331184, 0.634065], [4.448260, 1.185905, 0.087893], [-1.401076, -0.574518, -0.367299], [-3.629526, 0.113022, -0.353015], [3.334339, -0.146246, -0.750908]],
  "forces_ev_per_angstrom": [[1.55, -0.85, -3.38], [-3.53, 3.18, 0.58], [-1.58, 1.24, 0.33], [2.54, -0.13, 0.64], [-1.98, -0.55, 1.08], [0.38, -0.42, 2.17], [0.17, -0.79, -0.73], [-5.27, 0.31, -2.34], [3.37, -0.61, -2.35], [0.88, -0.57, 1.68], [-1.75, 1.28, -1.34], [-3.53, 3.94, 3.09], [-0.92, 0.70, 1.90], [-0.17, -0.50, -0.03], [0.19, 1.68, 0.63], [3.45, -2.47, 4.05], [4.36, 0.24, 0.23], [1.86, -5.69, -6.19]]
}

(3)
{
  "formula": "C9H18N2O4",
  "method": "wB97M-V/def2-TZVPD",
  "smiles": "CC[C@H](C)[C@H](NC(=O)[C@@H](N)CO)C(=O)O",
  "charge": 0,
  "e_homo_ev": -9.3,
  "molar_mass_g_mol": 218.25,
  "de_lowest_kcal_mol": 146.8,
  "max_force_ev_per_a": 8.01,
  "energy_ev": -20790.794,
  "symbols": ["C", "C", "C", "C", "C", "C", "C", "C", "C", "H", "H", "H", "H", "H", "H", "H", "H", "H", "H", "H", "H", "H", "H", "H", "H", "H", "H", "N", "N", "O", "O", "O", "O"],
  "positions_angstrom": [[2.322493, 0.484030, -0.130396], [1.074986, 0.627365, 0.566560], [2.791998, -1.037473, -0.396022], [-1.221687, -0.325198, 0.193369], [-1.124866, -1.843779, 0.234316], [-2.327661, 0.316647, -0.506704], [-3.774692, -0.308232, -0.354847], [-2.570781, 1.914647, -0.359563], [-1.397846, 2.905594, -0.397698], [3.606245, 2.199374, -0.111129], [2.858299, 1.444165, 1.506276], [2.209806, 0.811772, -1.137863], [2.149440, -1.567045, -1.168675], [2.825870, -1.437015, 0.683574], [4.272779, -0.015623, -0.611720], [0.534989, -0.183249, -1.095108], [-1.274502, 0.002249, 1.289507], [-2.154839, 0.043289, -1.630321], [-3.867211, -0.611739, 0.773860], [-3.902699, -1.150590, -1.194023], [-4.536698, 0.376198, -0.669957], [-3.312877, 2.134615, 0.616196], [-3.158341, 2.203204, -1.289820], [-1.292444, 2.938633, -1.565372], [-1.691609, 3.913661, 0.258231], [-0.473727, 2.239320, -0.058083], [-2.191105, -3.325738, 0.658130], [3.335337, 1.327530, 0.491408], [0.055266, 0.192804, -0.195500], [0.947169, 1.122196, 1.621551], [4.004589, -0.959717, -0.939603], [-0.121869, -2.299372, -0.555302], [-1.950797, -2.495534, 1.070960]],
  "forces_ev_per_angstrom": [[2.34, -0.15, -1.73], [-1.79, -1.40, -2.18], [-2.60, 0.41, 2.21], [1.29, 0.44, 4.33], [5.43, -0.99, -4.49], [-3.20, 1.19, -4.07], [1.46, -2.24, 0.38], [-2.26, -0.12, 1.17], [0.91, -1.08, -0.02], [-1.22, -2.03, 2.20], [1.97, 0.78, -2.79], [-0.38, 0.60, -0.98], [0.12, 0.40, 1.69], [-0.36, -0.46, -1.54], [0.52, -2.23, -0.61], [-2.25, 0.39, 1.90], [-0.16, -0.48, -0.93], [0.21, 1.12, 1.54], [-0.48, 0.13, -2.34], [0.32, 1.08, 2.48], [-0.24, 0.71, 0.32], [1.95, -0.88, -2.45], [0.01, -0.73, 1.43], [0.47, 1.22, 2.24], [1.31, -2.65, -2.23], [-1.80, 2.63, -0.25], [0.18, -0.85, 0.07], [-0.32, 0.46, 1.01], [1.33, -1.21, -3.88], [-0.25, 1.54, 4.34], [3.22, 2.79, -0.26], [-6.45, 0.74, 4.69], [0.71, 0.87, -1.27]]
}